[1]
# C5H7N3

One molecule with the formula C5H7N3 in a non-equilibrium geometry (wB97M-V/def2-TZVPD, the Open Molecules 2025 dataset).

Geometry as XYZ:
```
15
Properties=species:S:1:pos:R:3:forces:R:3:nbo_charge:R:1
C 1.8804 -1.0850 0.5207 0.13 0.03 0.07 -0.69
C -0.9182 1.0478 0.1838 0.37 0.20 -0.44 0.11
C -0.7207 -0.6971 -0.1439 1.18 -0.32 -0.26 0.13
C 0.3148 1.4687 -0.1428 -0.32 0.64 0.20 0.34
C 0.4951 -0.8589 0.1473 -1.07 0.05 0.19 0.05
N -1.8843 -1.2525 -0.5681 -0.23 -0.01 -0.11 -0.81
N -2.0329 1.4272 0.6809 -0.07 -0.69 0.42 -0.74
N 1.2733 2.0799 -0.6134 0.27 -0.97 -0.21 -0.65
H -2.6729 -0.6199 -0.6208 0.11 0.09 0.06 0.41
H -1.8349 -1.9539 -1.2912 0.04 0.10 0.12 0.39
H -1.9872 1.7402 1.6497 0.06 0.35 -0.22 0.36
H 1.3202 2.1747 -1.6308 -0.31 0.44 0.19 0.37
H 2.2481 -2.0058 0.0526 -0.10 0.06 0.01 0.25
H 2.5245 -0.2661 0.1742 -0.06 -0.02 0.05 0.24
H 1.9948 -1.1993 1.6018 -0.01 0.04 -0.09 0.24
```
Positions in Å, forces in eV/Å.

Results
**LUMO level (alpha / beta)**: 0.11 / 0.11 eV
**Orbital gap (alpha / beta)**: 7.8 / 7.8 eV
**Energy relative to the best compared isomer or geometry (same formula, charge and spin)**: 634.8 kJ/mol
**E_HOMO (alpha / beta)**: -7.66 / -7.66 eV

---

[2]
# C17H21N3O6

A 2-piece molecular cluster, C17H21N3O6 overall in a non-equilibrium geometry (wB97M-V/def2-TZVPD, the Open Molecules 2025 dataset).

Geometry as XYZ:
```
47
Properties=species:S:1:pos:R:3:forces:R:3:nbo_charge:R:1
O 1.6369 -1.2120 1.8818 0.64 -0.79 -0.16 -0.65
O 0.3596 1.3813 -2.2643 -0.37 -0.11 -0.06 -0.64
O 4.1345 3.6480 0.0534 0.16 -0.22 0.07 -0.63
O -2.3825 1.0520 1.1788 0.00 -1.09 -0.21 -0.50
O -3.1327 -4.2348 -2.3645 0.66 -0.32 0.17 -0.47
O -1.0464 -4.4589 -1.3597 0.24 -0.58 -0.20 -0.49
C 0.5453 -1.2481 1.3289 0.82 0.19 0.34 0.64
C 1.4228 1.5838 -1.6995 -0.19 0.00 -1.85 0.68
C 3.0637 3.3011 0.5311 0.95 -0.35 -0.99 0.65
C -0.3179 -0.1240 1.5901 -2.25 0.02 -0.94 -0.44
C -1.5372 -0.0199 0.9715 0.98 0.29 0.78 0.41
C -3.6356 -2.0361 -1.4286 -0.19 0.18 -0.01 -0.27
C -3.1939 -1.0095 -0.5955 0.17 -0.67 -0.24 -0.14
C -2.8293 -3.1505 -1.6089 -0.19 1.28 0.61 0.27
C -1.5933 -3.2598 -1.0006 -0.49 1.13 0.37 0.17
C -1.9466 -1.0944 0.0531 -0.86 0.55 -0.19 -0.17
C -1.1072 -2.2236 -0.1581 0.73 -0.61 0.06 0.24
N 2.2414 4.2264 1.0369 -1.20 0.54 0.75 -0.61
N 0.1608 -2.2830 0.4793 -0.68 0.52 -0.02 -0.42
N 1.4757 1.5799 -0.3696 0.80 0.30 1.92 -0.62
C -2.2965 1.7471 2.4324 0.30 -0.14 -0.01 -0.25
C -2.0043 -5.1079 -2.2140 0.08 -0.18 -0.09 0.24
C 2.6758 1.8340 -2.5136 -0.18 0.02 0.30 -0.72
C 0.9235 4.0168 1.6350 0.37 -0.14 -0.33 -0.42
C 1.0819 -3.4044 0.2419 0.05 -0.25 -0.13 -0.42
C 2.6442 1.8257 0.4857 -0.46 0.19 -0.27 -0.32
H 0.0562 0.6196 2.2787 0.04 -0.15 0.03 0.23
H -4.5961 -1.9801 -1.9299 0.11 0.02 0.07 0.23
H -3.8331 -0.1425 -0.4515 0.28 -0.14 0.08 0.24
H 2.5924 5.1710 0.9844 0.05 -0.15 -0.06 0.41
H 0.6041 1.3547 0.0813 -0.09 -0.07 -0.04 0.41
H -1.4106 2.3873 2.4626 -0.02 -0.06 -0.01 0.17
H -3.1784 2.3824 2.5581 0.10 -0.26 -0.41 0.21
H -2.2610 1.0446 3.2722 0.06 -0.01 -0.18 0.19
H -2.3194 -6.0579 -1.7714 -0.05 0.19 0.19 0.16
H -1.5567 -5.3151 -3.1909 0.03 0.26 0.06 0.17
H 3.4221 1.0805 -2.2714 0.24 0.09 0.03 0.22
H 3.0658 2.8260 -2.2944 0.26 -0.03 0.06 0.24
H 2.4270 1.7703 -3.5719 -0.10 -0.04 0.19 0.24
H 0.5384 4.9649 2.0142 0.15 -0.13 -0.04 0.22
H 0.2259 3.6370 0.8860 -0.09 0.00 0.10 0.21
H 0.9956 3.3099 2.4631 -0.13 0.01 0.06 0.19
H 2.0482 -3.2765 0.7386 -0.48 0.49 0.09 0.25
H 0.6434 -4.3343 0.6164 0.01 0.15 -0.15 0.21
H 1.2840 -3.5072 -0.8289 -0.18 0.02 0.17 0.21
H 3.4905 1.2373 0.1312 0.06 0.24 0.10 0.24
H 2.4191 1.4988 1.5003 -0.16 -0.24 -0.05 0.23
```
Positions in Å, forces in eV/Å.

Results
**LUMO level**: 0.49 eV
**Orbital gap**: 8.8 eV
**Energy relative to the best compared isomer or geometry (same formula, charge and spin)**: 182.7 kJ/mol
**Structure (SMILES)**: COc1cc(=O)n(C)c2c3c(ccc12)OCO3.CNC(=O)CNC(C)=O
**E_HOMO**: -8.28 eV

---

[3]
# C24H18N3O7S4SbW

C24H18N3O7S4SbW as an isolated structure in a non-equilibrium geometry (wB97M-V/def2-TZVPD, the Open Molecules 2025 dataset).

Geometry as XYZ:
```
58
Properties=species:S:1:pos:R:3:forces:R:3:nbo_charge:R:1
W 0.1543 0.5294 0.1750 -0.95 -0.27 -2.66 1.07
S -0.7343 3.8252 -3.3429 -0.22 -0.20 -0.65 -0.71
Sb -0.4263 2.4273 -1.6452 0.47 1.73 0.35 1.16
S -2.1303 0.4477 -0.4492 1.26 -0.31 -0.15 -0.46
S 1.6796 1.2695 -1.6671 -0.41 -0.19 0.16 -0.57
O -1.1538 3.2864 1.6622 0.22 0.61 -0.07 -0.53
C -0.3086 2.5140 1.9983 0.44 -0.71 0.72 0.79
O 0.7455 2.0893 1.2449 -0.96 0.53 0.44 -0.74
C -0.3041 1.7570 3.3054 0.15 -0.41 -0.25 -0.21
C -0.1642 2.3070 4.5429 -0.09 0.28 0.07 -0.13
C -0.0245 1.4520 5.6368 0.08 0.21 0.38 -0.04
C 0.0178 0.0902 5.4935 0.01 -0.14 0.09 -0.14
C -0.1433 -0.4706 4.2373 0.11 -0.52 0.24 -0.09
C -0.3489 0.3344 3.1092 0.03 0.88 0.15 0.49
O -0.5804 -0.0755 1.9172 -0.07 -1.06 1.14 -0.71
N -0.0179 -1.9476 4.1526 -0.23 0.59 0.09 0.54
O -0.1244 -2.4704 3.0694 0.03 -0.11 -0.09 -0.35
O 0.1821 -2.5453 5.1978 0.05 -0.06 -0.04 -0.41
N 0.1219 2.0262 6.9869 -0.04 -0.15 -0.41 0.54
O 0.0194 3.2330 7.0976 0.02 0.06 0.03 -0.39
O 0.3329 1.2664 7.9121 0.00 -0.02 0.06 -0.39
H -0.1520 3.3788 4.6878 0.00 -0.02 -0.01 0.25
H 0.1878 -0.5468 6.3468 -0.05 -0.01 0.00 0.28
C -3.3061 -1.2978 -6.1149 0.01 -0.04 0.02 -0.60
C -2.2100 -0.3840 -5.5466 -0.03 -0.08 0.03 -0.11
C -1.3803 0.1992 -6.6988 -0.01 0.05 -0.02 -0.60
C -2.8841 0.7677 -4.8022 -0.04 0.02 0.00 -0.62
C -1.2858 -1.1974 -4.6380 -0.03 -0.01 -0.09 0.09
C -0.6461 -2.3394 -5.1556 -0.01 0.03 0.01 -0.17
C 0.1912 -3.1090 -4.3820 -0.01 0.00 0.08 -0.23
C 0.4257 -2.7113 -3.0675 0.00 -0.07 -0.14 -0.25
S 1.4709 -3.4459 -1.9064 0.10 -0.14 -0.03 0.42
C 1.1007 -2.1774 -0.8032 0.53 -0.17 0.37 0.14
N 0.2370 -1.2959 -1.2148 0.12 -0.21 0.30 -0.48
C -0.1687 -1.5722 -2.5337 -0.17 0.07 0.16 0.22
C -1.0526 -0.8360 -3.3255 -0.01 -0.01 0.08 -0.29
C 1.8714 -1.9655 0.4240 -0.13 -0.27 -0.41 -0.17
C 2.7127 -2.9308 0.9703 0.09 -0.06 0.06 -0.17
C 3.4774 -2.6118 2.0773 -0.06 0.10 -0.04 -0.23
C 3.4007 -1.3253 2.6122 0.03 -0.12 0.00 -0.19
C 2.5544 -0.3782 2.0580 0.08 0.11 0.01 -0.24
C 1.7702 -0.6831 0.9453 -0.37 0.02 0.00 -0.19
H -3.9884 -0.7173 -6.7408 0.03 -0.01 0.00 0.20
H -3.8851 -1.7516 -5.3074 0.00 0.02 -0.02 0.21
H -2.8918 -2.1021 -6.7263 -0.01 0.02 0.01 0.20
H -2.0165 0.8094 -7.3461 0.01 -0.03 0.01 0.20
H -0.9295 -0.5863 -7.3094 0.00 0.01 0.02 0.20
H -0.5823 0.8357 -6.3112 -0.01 -0.01 -0.01 0.22
H -3.6010 1.2537 -5.4687 0.03 0.00 0.01 0.21
H -2.1669 1.5269 -4.4881 0.01 -0.01 0.02 0.24
H -3.4305 0.4218 -3.9211 0.00 -0.01 -0.04 0.22
H -0.8126 -2.6300 -6.1855 -0.01 0.02 0.02 0.20
H 0.6677 -3.9931 -4.7866 0.00 0.01 0.01 0.21
H -1.5852 -0.0172 -2.8724 0.05 0.09 -0.05 0.25
H 2.7624 -3.9257 0.5404 0.00 0.01 0.02 0.21
H 4.1342 -3.3500 2.5188 -0.02 0.00 0.02 0.21
H 4.0022 -1.0657 3.4762 0.00 -0.01 -0.03 0.21
H 2.5148 0.6162 2.4871 -0.03 0.00 0.02 0.22
```
Positions in Å, forces in eV/Å.

Results
**Net charge**: -1
**LUMO level (alpha / beta)**: 1.19 / 1.26 eV
**Orbital gap (alpha / beta)**: 5.5 / 5.9 eV
**Energy relative to the best compared isomer or geometry (same formula, charge and spin)**: 223.8 kJ/mol
**⟨S²⟩**: 0.78
**Multiplicity**: 2
**E_HOMO (alpha / beta)**: -4.27 / -4.67 eV

---

Which formula does entry 1 have? C5H7N3